# 1
Computed, not measured: C6H10O in the gas phase in a non-equilibrium geometry, with ωB97M-V with the def2-TZVPD basis set.

ORCA input file:
```
! wB97M-V def2-TZVPD RIJCOSX def2/J DEFGRID3
* xyz 0 1
C 0.71 -0.46 -1.98
O 0.88 -0.87 -0.64
C 0.03 -0.29 0.34
C 0.39 1.21 0.78
C 0.16 -1.23 1.54
C -1.30 0.06 -0.13
C -2.23 0.73 -0.50
H 0.88 0.61 -2.09
H 1.45 -1.01 -2.57
H -0.30 -0.71 -2.35
H 1.47 1.30 0.76
H 0.00 1.39 1.79
H -0.04 2.01 0.16
H -0.43 -0.86 2.38
H 1.22 -1.27 1.84
H -0.15 -2.26 1.32
H -2.72 1.66 -0.64
*
```

Its LUMO energy is 1.02 eV. Its SMILES is C#CC(C)(C)OC. Its orbital gap is 10.52 eV. The calculation puts the highest occupied orbital energy at -9.495 eV. The energy relative to the best compared isomer or geometry (same formula, charge and spin) comes out at 263.09 kJ/mol.



# 2
Computed, not measured: 2 unconnected molecules or ions with the total composition C6H10O, with ωB97M-V with the def2-TZVPD basis set.

ORCA input file:
```
! wB97M-V def2-TZVPD RIJCOSX def2/J DEFGRID3
* xyz 0 1
C 2.48 0.32 -0.28
C 1.62 -0.64 -0.62
C -1.28 -0.41 0.41
C -1.93 -0.83 -0.87
O -1.18 -1.45 1.31
C -0.82 0.80 0.65
C -0.23 1.95 0.86
H 2.96 0.34 0.69
H 0.81 2.10 0.54
H 2.72 1.13 -0.96
H 1.34 -1.44 0.07
H 1.11 -0.64 -1.59
H -2.97 -1.14 -0.72
H -1.89 -0.03 -1.61
H -1.38 -1.69 -1.26
H -0.63 -1.15 2.04
H -0.73 2.78 1.35
*
```

Its LUMO energy is 0.89 eV. Its SMILES is C=C=C(C)O.C=C. Its orbital gap is 9.48 eV. The calculation puts the highest occupied orbital energy at -8.593 eV. The energy relative to the best compared isomer or geometry (same formula, charge and spin) comes out at 234.57 kJ/mol.



# 3
Computed, not measured: C6H10O in the gas phase, with ωB97M-V with the def2-TZVPD basis set.

ORCA input file:
```
! wB97M-V def2-TZVPD RIJCOSX def2/J DEFGRID3
* xyz 0 1
C -2.17 0.48 -0.16
C -0.67 0.35 -0.15
C 0.24 1.28 0.14
C 1.64 0.75 0.22
C 1.50 -0.71 -0.28
C -0.01 -1.00 -0.36
O -0.48 -1.94 0.61
H -2.54 0.96 0.75
H -2.64 -0.50 -0.22
H -2.48 1.08 -1.01
H 0.00 2.33 0.34
H 2.00 0.80 1.25
H 2.36 1.32 -0.38
H 1.97 -0.81 -1.27
H 1.98 -1.44 0.38
H -0.29 -1.45 -1.32
H -0.43 -1.50 1.46
*
```

Its LUMO energy is 0.98 eV. Its SMILES is CC1=CCC[C@H]1O. Its orbital gap is 10.13 eV. The calculation puts the highest occupied orbital energy at -9.152 eV. The energy relative to the best compared isomer or geometry (same formula, charge and spin) comes out at 9.95 kJ/mol.



# 4
Computed, not measured: a molecular structure, C6H10O in a non-equilibrium geometry, with ωB97M-V with the def2-TZVPD basis set.

ORCA input file:
```
! wB97M-V def2-TZVPD RIJCOSX def2/J DEFGRID3
* xyz 0 1
C -1.29 1.14 -0.85
C -0.73 -0.18 -0.32
C 0.33 -0.75 -1.28
C 0.71 -1.14 1.62
O 1.87 -0.49 1.62
C 1.36 0.63 1.03
C -0.03 0.02 1.03
H -2.07 1.55 -0.19
H -1.73 1.00 -1.84
H -0.49 1.88 -0.93
H -1.56 -0.89 -0.19
H 0.49 -1.82 -1.11
H 0.11 -0.56 -2.34
H 0.68 -2.23 1.57
H 1.27 -0.25 -1.04
H 1.72 1.58 1.43
H -0.63 0.53 1.79
*
```

Its LUMO energy (spin up / spin down) is 0.91 / 0.64 eV. Its orbital gap (spin up / spin down) is 8.67 / 8.11 eV. The calculation puts the highest occupied orbital energy (spin up / spin down) at -7.756 / -7.465 eV. The energy relative to the best compared isomer or geometry (same formula, charge and spin) comes out at 372.47 kJ/mol.



# 5
Computed, not measured: C6H10O in the gas phase in a non-equilibrium geometry, with ωB97M-V with the def2-TZVPD basis set.

ORCA input file:
```
! wB97M-V def2-TZVPD RIJCOSX def2/J DEFGRID3
* xyz 0 1
C 0.68 0.35 -0.25
C -2.75 0.68 -0.04
C -0.27 -0.64 -0.01
C 2.02 0.19 0.31
C -0.46 -1.94 0.12
C 3.16 0.52 -0.31
O -1.51 0.37 0.65
H -0.69 1.07 0.53
H 0.54 1.01 -1.11
H 2.07 -0.31 1.27
H -3.20 1.53 0.47
H -2.55 0.94 -1.08
H -3.39 -0.20 0.03
H -1.23 -2.34 0.77
H 0.27 -2.64 -0.24
H 4.12 0.39 0.17
H 3.17 1.03 -1.27
*
```

Its LUMO energy is 0.80 eV. Its orbital gap is 7.94 eV. The calculation puts the highest occupied orbital energy at -7.139 eV. The energy relative to the best compared isomer or geometry (same formula, charge and spin) comes out at 442.29 kJ/mol.



# 6
Computed, not measured: C6H10O in the gas phase in a non-equilibrium geometry, with ωB97M-V with the def2-TZVPD basis set.

ORCA input file:
```
! wB97M-V def2-TZVPD RIJCOSX def2/J DEFGRID3
* xyz 0 1
C -0.92 -2.94 -0.39
C -1.45 -1.55 -0.29
C -0.57 -0.58 -0.52
C -0.47 0.78 0.06
C 0.78 1.32 0.20
O 1.89 0.57 0.46
C 1.09 2.85 0.27
H -0.79 -3.41 0.65
H 0.07 -2.92 -0.92
H -1.52 -3.60 -1.04
H -2.34 -1.13 0.23
H 0.09 -0.78 -1.43
H -1.32 1.40 0.27
H 1.88 0.24 1.43
H 0.26 3.52 0.18
H 1.37 3.11 1.27
H 1.95 3.11 -0.42
*
```

Its LUMO energy is 0.64 eV. Its SMILES is C/C=C/C=C(/C)O. Its orbital gap is 8.56 eV. The calculation puts the highest occupied orbital energy at -7.926 eV. The energy relative to the best compared isomer or geometry (same formula, charge and spin) comes out at 242.69 kJ/mol.



# 7
Computed, not measured: C6H10O in the gas phase in a non-equilibrium geometry, with ωB97M-V with the def2-TZVPD basis set.

ORCA input file:
```
! wB97M-V def2-TZVPD RIJCOSX def2/J DEFGRID3
* xyz 0 1
C 0.22 0.53 0.90
C -0.41 -0.16 -0.25
C -0.84 -1.59 0.02
C -1.42 0.65 -1.05
O 0.04 1.89 0.96
C 2.01 0.28 0.71
C 3.01 -0.03 0.08
H 0.69 2.24 1.60
H 0.07 0.05 1.86
H 0.58 -0.20 -0.85
H -2.36 0.73 -0.50
H -1.81 -1.61 0.53
H -0.93 -2.14 -0.93
H -0.12 -2.14 0.64
H -1.04 1.65 -1.27
H -1.60 0.15 -2.01
H 3.90 -0.30 -0.43
*
```

Its LUMO energy is 0.65 eV. Its SMILES is C#C[C@@H](O)C(C)C. Its orbital gap is 10.51 eV. The calculation puts the highest occupied orbital energy at -9.856 eV. The energy relative to the best compared isomer or geometry (same formula, charge and spin) comes out at 309.06 kJ/mol.



# 8
Computed, not measured: C6H10O in the gas phase, with ωB97M-V with the def2-TZVPD basis set.

ORCA input file:
```
! wB97M-V def2-TZVPD RIJCOSX def2/J DEFGRID3
* xyz 0 1
C 1.62 1.30 0.50
O 0.80 0.30 1.05
C -0.14 -0.35 0.20
C -1.46 0.44 -0.02
C -0.44 -1.65 0.95
C 0.32 -0.49 -1.20
C 0.39 -0.26 -2.38
H 1.05 2.18 0.16
H 2.30 1.61 1.29
H 2.21 0.93 -0.35
H -1.77 0.94 0.89
H -2.24 -0.28 -0.33
H -1.38 1.17 -0.83
H -1.12 -2.29 0.39
H -0.90 -1.39 1.91
H 0.48 -2.21 1.17
H 0.27 0.05 -3.39
*
```

Its LUMO energy is 1.02 eV. Its SMILES is C#CC(C)(C)OC. Its orbital gap is 10.71 eV. The calculation puts the highest occupied orbital energy at -9.693 eV. The energy relative to the best compared isomer or geometry (same formula, charge and spin) comes out at 221.31 kJ/mol.



# 9
Computed, not measured: 2 unconnected molecules or ions with the total composition C6H10O, with ωB97M-V with the def2-TZVPD basis set.

ORCA input file:
```
! wB97M-V def2-TZVPD RIJCOSX def2/J DEFGRID3
* xyz 0 1
C 2.12 0.25 0.40
C 0.64 0.01 0.35
C -0.05 -1.24 0.67
C -1.37 -1.12 0.48
C -1.67 0.33 0.17
C -0.30 0.89 -0.05
O -0.15 2.15 -0.51
H 2.37 1.14 1.00
H 2.56 0.40 -0.60
H 2.64 -0.59 0.86
H 0.47 -2.15 0.97
H -2.13 -1.89 0.57
H -0.96 -0.99 -1.70
H -2.39 0.54 -0.63
H -2.06 0.79 1.10
H -0.62 -0.37 -1.95
H 0.79 2.33 -0.61
*
```

Its LUMO energy is 0.79 eV. Its SMILES is CC1=C(O)CC=C1.[H][H]. Its orbital gap is 8.58 eV. The calculation puts the highest occupied orbital energy at -7.791 eV. The energy relative to the best compared isomer or geometry (same formula, charge and spin) comes out at 154.06 kJ/mol.



# 10
Computed, not measured: C6H10O in the gas phase, with ωB97M-V with the def2-TZVPD basis set.

ORCA input file:
```
! wB97M-V def2-TZVPD RIJCOSX def2/J DEFGRID3
* xyz 0 1
C 1.31 -1.19 1.12
C -0.05 -1.71 0.74
C 0.68 -0.78 -0.18
C 0.17 0.62 -0.41
C -1.09 0.70 -1.29
C -0.62 2.45 0.89
O -0.21 1.22 0.87
H 1.34 -0.45 1.92
H 2.15 -1.87 1.10
H -0.15 -2.75 0.45
H -0.90 -1.31 1.29
H 1.11 -1.23 -1.08
H 0.98 1.25 -0.81
H -0.87 1.00 -2.31
H -1.63 -0.25 -1.28
H -0.46 2.86 -0.16
H -1.77 1.44 -0.86
*
```

Its LUMO energy is 0.70 eV. Its orbital gap is 9.21 eV. The calculation puts the highest occupied orbital energy at -8.514 eV. The energy relative to the best compared isomer or geometry (same formula, charge and spin) comes out at 360.20 kJ/mol.



# 11
Computed, not measured: C6H10O in the gas phase, with ωB97M-V with the def2-TZVPD basis set.

ORCA input file:
```
! wB97M-V def2-TZVPD RIJCOSX def2/J DEFGRID3
* xyz 0 1
C 1.80 -0.56 -0.17
C 0.61 0.16 0.50
C 0.11 1.41 -0.28
C -1.36 1.17 -0.51
C -1.78 0.02 -0.01
C -0.68 -0.74 0.69
O -0.57 -2.09 0.28
H 1.95 -0.23 -1.20
H 2.74 -0.39 0.36
H 1.64 -1.64 -0.19
H 0.93 0.45 1.51
H 0.63 1.51 -1.24
H 0.28 2.34 0.26
H -1.99 1.90 -1.02
H -2.80 -0.37 -0.07
H -0.90 -0.82 1.76
H -0.61 -2.11 -0.69
*
```

Its LUMO energy is 1.00 eV. Its SMILES is C[C@H]1CC=C[C@H]1O. Its orbital gap is 10.49 eV. The calculation puts the highest occupied orbital energy at -9.485 eV. The energy relative to the best compared isomer or geometry (same formula, charge and spin) comes out at 33.25 kJ/mol.



# 12
Computed, not measured: C6H10O in the gas phase, with ωB97M-V with the def2-TZVPD basis set.

ORCA input file:
```
! wB97M-V def2-TZVPD RIJCOSX def2/J DEFGRID3
* xyz 0 1
C 2.24 0.05 -0.02
C 0.76 -0.11 0.06
C 0.08 -1.07 0.68
C -1.39 -1.07 0.35
C -1.55 0.15 -0.60
C -0.20 0.90 -0.56
O -0.24 2.08 0.24
H 2.58 0.97 0.46
H 2.55 0.11 -1.08
H 2.75 -0.80 0.43
H 0.53 -1.84 1.30
H -2.05 -1.03 1.23
H -1.63 -2.00 -0.17
H -1.76 -0.20 -1.61
H -2.36 0.83 -0.31
H 0.11 1.25 -1.55
H -0.42 1.79 1.14
*
```

Its LUMO energy is 0.98 eV. Its SMILES is CC1=CCC[C@H]1O. Its orbital gap is 10.19 eV. The calculation puts the highest occupied orbital energy at -9.211 eV. The energy relative to the best compared isomer or geometry (same formula, charge and spin) comes out at 7.36 kJ/mol.



- What is the formula in the sixth record?
  C6H10O



Copy entry 3 word for word.
Computed, not measured: C6H10O in the gas phase, with ωB97M-V with the def2-TZVPD basis set.

ORCA input file:
```
! wB97M-V def2-TZVPD RIJCOSX def2/J DEFGRID3
* xyz 0 1
C -2.17 0.48 -0.16
C -0.67 0.35 -0.15
C 0.24 1.28 0.14
C 1.64 0.75 0.22
C 1.50 -0.71 -0.28
C -0.01 -1.00 -0.36
O -0.48 -1.94 0.61
H -2.54 0.96 0.75
H -2.64 -0.50 -0.22
H -2.48 1.08 -1.01
H 0.00 2.33 0.34
H 2.00 0.80 1.25
H 2.36 1.32 -0.38
H 1.97 -0.81 -1.27
H 1.98 -1.44 0.38
H -0.29 -1.45 -1.32
H -0.43 -1.50 1.46
*
```

Its LUMO energy is 0.98 eV. Its SMILES is CC1=CCC[C@H]1O. Its orbital gap is 10.13 eV. The calculation puts the highest occupied orbital energy at -9.152 eV. The energy relative to the best compared isomer or geometry (same formula, charge and spin) comes out at 9.95 kJ/mol.